69
Properties=species:S:1:pos:R:3:forces:R:3 method="wB97M-V/def2-TZVPD" charge=-1 e_tot_ev=-157102.6510 lumo_energy_ev=1.96 homo_lumo_gap_ev=7.4
Nb 2.653 -0.545 -1.271 -1.81 1.80 -1.61
Br 1.787 1.603 -2.510 0.37 -0.65 0.25
S -0.876 2.414 7.088 -0.08 0.54 -0.44
S -5.832 -3.427 -0.579 0.31 -0.41 0.24
S -0.854 -1.708 -4.872 -0.13 0.66 0.15
S 4.682 3.527 1.213 -0.49 0.12 0.38
O -0.819 -1.108 -6.355 -0.11 0.07 0.02
O -1.961 -2.613 -4.766 0.06 -0.18 -0.07
O -5.170 -2.207 -0.905 -0.12 0.26 -0.11
O 5.464 3.418 2.605 -0.05 0.12 0.09
O 0.728 -0.758 -0.365 1.21 -1.07 -0.76
O -7.184 -3.653 -0.992 -0.16 0.13 -0.13
O 4.610 2.233 0.627 0.44 -0.03 -0.28
O -4.944 -4.654 -1.053 -0.06 -0.05 0.13
O -1.938 1.460 7.145 -0.02 -0.25 0.18
O 0.439 2.064 7.527 0.09 -0.25 0.13
O -0.792 3.033 5.637 -0.01 0.08 0.15
O 5.198 4.645 0.482 0.12 0.02 -0.13
O 0.460 -2.124 -4.514 0.06 -0.46 -0.18
N 0.451 0.996 1.235 0.00 0.34 0.71
C -4.144 -4.093 -3.309 -0.14 0.15 0.24
C -0.236 -1.923 -7.382 0.16 -0.35 -0.37
C 3.106 3.944 1.873 -0.01 0.08 0.15
C 6.755 2.788 2.585 0.50 -0.18 -0.04
C -4.984 -5.018 -2.451 0.09 -0.03 -0.67
C -1.392 3.883 7.912 -0.01 0.08 0.05
C -1.245 -0.217 -4.031 -0.07 0.10 -0.10
C 0.625 0.096 0.528 -0.91 1.22 0.33
C -0.112 2.275 4.596 0.25 -0.41 -0.58
C -0.948 1.149 4.042 -0.26 -0.27 0.45
C -1.170 -3.026 -7.846 -0.09 -0.07 0.19
C -5.687 -3.713 1.151 0.01 -0.06 0.06
C 7.836 3.703 2.041 -0.10 0.10 -0.17
H 8.817 3.242 2.166 -0.02 -0.04 0.06
H -4.086 -4.469 -4.330 0.02 -0.07 0.01
H -0.419 0.479 -4.149 0.05 -0.03 0.05
H 3.204 4.841 2.479 0.02 0.02 -0.01
H 7.686 3.904 0.982 -0.01 -0.02 -0.01
H -6.157 -4.662 1.390 -0.01 -0.02 -0.02
H -2.166 0.187 -4.444 -0.03 -0.04 0.00
H -0.024 -1.246 -8.208 -0.05 0.17 0.11
H -1.328 -3.763 -7.060 0.02 0.00 0.01
H 2.742 3.106 2.460 -0.02 -0.06 -0.06
H 2.267 -1.545 -2.774 0.75 -0.83 0.39
H 0.099 2.994 3.808 -0.09 0.18 0.13
H -4.588 -6.030 -2.500 0.01 -0.02 0.27
H 0.717 -2.328 -7.039 -0.04 0.04 0.14
H 0.845 1.913 4.973 -0.06 0.06 0.19
H 3.129 0.322 0.256 0.78 -1.03 0.42
H 4.310 -0.170 -1.906 -0.31 -0.07 0.45
H 3.301 -2.080 -0.584 0.04 0.28 -0.28
H -6.198 -2.898 1.656 -0.02 0.05 -0.05
H -1.105 0.367 4.786 0.01 0.05 0.06
H -2.145 -2.617 -8.111 0.01 0.04 -0.06
H -4.567 -3.090 -3.343 -0.01 0.01 -0.02
H 6.703 1.855 2.021 -0.14 0.04 -0.06
H -0.601 4.622 7.838 0.02 0.00 -0.02
H -4.634 -3.719 1.416 0.02 0.03 -0.02
H 6.972 2.532 3.620 -0.20 0.06 0.07
H -0.449 0.712 3.180 0.00 0.18 0.00
H -1.574 3.624 8.952 0.01 -0.06 0.01
H -1.379 -0.466 -2.981 0.06 -0.06 0.02
H -6.020 -5.056 -2.793 -0.05 0.08 0.17
H -2.307 4.240 7.448 -0.02 -0.02 -0.02
H -1.931 1.510 3.738 0.03 0.06 -0.09
H -0.749 -3.536 -8.713 0.04 0.06 -0.02
H 2.445 4.127 1.029 0.02 -0.08 -0.07
H 7.824 4.662 2.560 0.03 -0.02 0.07
H -3.137 -4.006 -2.909 0.06 -0.06 -0.06

=====

95
Properties=species:S:1:pos:R:3:forces:R:3 method="wB97M-V/def2-TZVPD" charge=-1 de_lowest_kcal_mol=0.00 e_tot_ev=-101164.6709 lumo_energy_ev=1.68 homo_lumo_gap_ev=8.6
Cl -4.706 3.308 0.251 -0.16 0.12 0.32
Cl 4.802 0.383 -1.701 -0.13 -0.68 -0.04
Cl 4.276 3.292 -0.761 0.50 0.78 -0.10
Cl -4.050 1.811 3.218 -0.53 -0.14 0.69
O -0.538 -0.343 -1.931 0.04 -0.34 -0.90
O -0.362 1.235 -0.420 0.17 1.70 0.78
O 1.258 -2.291 5.298 -1.23 0.92 0.18
O 3.499 -2.379 -4.143 -1.19 1.30 0.16
O -3.577 -4.076 -2.992 0.22 -0.49 0.26
O -1.242 3.638 -4.727 -0.14 -1.08 1.11
O 2.056 -4.179 0.895 0.34 0.39 0.43
O -0.031 5.688 1.872 -0.02 0.57 -0.44
N -2.628 -2.238 -2.190 0.04 0.93 0.89
N 1.778 -0.846 -3.818 0.15 0.10 -0.21
N -0.899 -1.485 5.419 -1.09 0.87 -0.46
N 2.371 -2.657 2.576 0.09 0.33 -0.38
N -0.695 4.110 0.392 0.14 -0.72 0.44
N -0.159 2.766 -2.988 1.60 -1.01 1.84
C -0.511 0.054 -0.748 -0.34 -0.84 -0.21
C -2.853 2.109 1.975 0.18 0.59 -0.97
C 2.255 -2.621 -2.138 -0.99 1.23 -0.71
C 2.825 -1.500 1.795 0.47 -0.16 0.39
C -2.559 -3.405 -2.831 -0.83 -0.14 -0.92
C -3.775 -1.854 -1.390 -0.41 -0.46 -0.21
C 1.113 3.447 -3.087 0.22 0.38 0.10
C 2.558 -1.916 -3.476 1.38 -1.51 -0.35
C -2.461 2.095 -3.334 -0.07 0.41 0.86
C -0.633 -0.970 0.353 0.17 -0.36 0.41
C -1.371 4.952 -0.548 -0.48 -0.72 -1.01
C 0.011 -2.714 7.244 0.02 0.70 -0.02
C 2.025 -3.879 2.084 -0.76 -0.31 -0.87
C 0.177 -2.097 5.885 1.85 -1.81 -0.51
C 1.481 -4.876 3.112 0.79 0.74 0.47
C -1.028 -0.880 4.091 0.77 0.85 0.63
C 3.291 1.980 -0.162 -0.97 -1.20 -0.63
C 1.979 0.007 -4.994 0.37 -0.91 -0.40
C 0.707 3.527 2.304 -0.35 -0.34 -0.20
C -1.232 -3.827 -3.434 0.15 -0.66 0.90
C -0.039 4.532 1.471 -0.31 0.89 1.34
C -1.205 2.854 -3.744 -1.83 2.09 -3.67
C -3.489 2.061 0.576 0.78 -0.61 -0.19
C 3.147 0.867 -1.226 0.35 0.99 0.06
H -2.052 1.386 2.127 -0.14 -0.19 -0.53
H 0.432 -4.675 3.330 -0.03 -0.05 -0.18
H -1.034 -2.810 7.537 0.08 -0.34 0.04
H 0.453 -1.959 7.895 0.24 -0.39 0.46
H -0.752 3.107 0.289 0.23 -0.15 -0.55
H -4.130 -2.696 -0.796 0.17 -0.11 0.09
H 2.340 -0.588 2.143 -0.55 -0.09 -0.17
H 0.574 -3.647 7.225 -0.20 0.15 0.40
H 3.745 1.545 0.729 -0.10 0.29 0.06
H 2.100 -3.694 -2.252 0.33 0.14 -0.15
H -1.688 -1.559 6.044 -0.10 0.30 -0.49
H 2.683 1.238 -2.140 -0.05 0.03 0.20
H -2.399 3.086 2.141 -0.26 0.06 0.05
H -0.821 4.917 -1.487 0.33 0.82 0.00
H 1.488 3.673 -2.089 -0.10 -0.24 0.21
H -1.506 -0.820 0.988 -0.14 0.27 -0.07
H 2.037 -4.683 4.030 -0.15 -0.23 0.28
H -1.862 -1.581 -2.181 0.62 -0.07 -0.01
H 3.872 -1.276 1.999 0.30 -0.35 -0.05
H -2.279 4.435 -0.859 -0.44 0.22 0.34
H 2.567 0.016 -0.871 0.23 0.03 0.12
H -0.161 -0.240 3.932 0.80 -0.85 -0.39
H 1.708 3.959 2.324 0.25 -0.69 0.07
H -2.583 2.267 -2.265 -0.05 0.08 0.21
H 0.960 -0.655 -3.257 -0.05 0.02 0.30
H 1.074 4.421 -3.575 -0.51 -0.24 -0.28
H 1.881 2.855 -3.585 -0.07 -0.12 -0.19
H 2.308 2.417 0.015 -0.02 -0.28 0.34
H 2.868 0.633 -4.913 -0.05 0.16 0.26
H -1.610 5.946 -0.169 0.33 -0.21 -0.02
H 1.107 0.604 -5.259 -0.07 0.04 0.65
H -0.248 2.034 -2.297 0.44 -0.07 0.62
H -3.938 1.094 0.350 -0.16 0.04 0.34
H -3.319 2.576 -3.804 0.18 -0.30 -0.27
H -0.928 -3.231 -4.294 -0.10 -0.17 0.01
H 3.058 -2.413 -1.432 -0.02 -0.15 -0.09
H -1.318 -4.898 -3.618 -0.25 0.18 -0.77
H 0.328 3.506 3.325 -0.08 0.33 -0.02
H -2.481 1.007 -3.395 0.34 0.08 -0.56
H -2.739 2.195 -0.204 0.27 0.03 0.34
H -1.710 -0.030 4.067 -1.11 -0.78 0.27
H 2.177 -2.455 3.546 -0.11 -0.21 0.11
H 0.244 -0.808 0.980 0.02 -0.29 0.18
H -1.177 -1.642 3.327 0.00 0.40 -0.10
H -4.644 -1.568 -1.983 0.05 0.20 -0.22
H 0.593 2.516 1.913 0.62 -0.10 -0.16
H -0.666 -1.997 -0.011 0.15 0.08 -0.05
H 2.149 -0.605 -5.880 0.13 -0.26 0.04
H 2.738 -1.615 0.714 -0.36 -0.29 0.23
H 1.635 -5.914 2.817 -0.09 0.27 -0.27
H -0.435 -3.839 -2.690 0.10 0.71 0.12
H 1.317 -2.184 -1.796 -0.05 -0.15 0.60
H -3.524 -1.038 -0.713 0.21 0.01 -0.16

=====

79
Properties=species:S:1:pos:R:3:forces:R:3 method="wB97M-V/def2-TZVPD" charge=+1 de_lowest_kcal_mol=0.00 e_tot_ev=-84168.3963 lumo_energy_ev=-2.50 homo_lumo_gap_ev=7.7
Zr -0.943 -2.469 -1.571 -0.17 -0.46 -0.18
Cl 1.211 -2.539 -3.204 0.22 0.03 -0.16
Cl -3.816 -5.234 -0.168 -0.08 -0.05 0.03
Cl -2.641 -1.460 -3.801 0.02 0.00 -0.11
O 1.591 3.654 -1.259 0.05 0.02 -0.04
N -2.113 -3.822 -2.157 0.40 0.37 0.30
N 0.048 -4.395 -0.556 -0.05 0.11 -0.08
N -0.571 2.064 -2.151 0.00 0.01 -0.20
N -0.522 1.980 -0.807 -0.07 -0.12 0.13
N -0.895 -0.048 -1.485 -0.03 -0.17 -0.16
C 1.643 -3.227 2.571 -0.02 -0.01 -0.03
C -3.369 -3.333 -2.015 -0.53 0.16 0.05
C -3.132 -1.498 2.147 0.01 0.05 0.00
C 1.137 3.630 0.085 -0.09 -0.01 0.12
C 1.195 5.069 0.700 -0.01 0.00 -0.01
C 2.388 -0.088 -2.871 0.03 -0.02 -0.03
C -5.920 -2.156 -1.613 -0.03 0.12 -0.07
C -0.722 0.725 -0.419 0.02 0.04 0.07
C 2.656 5.518 0.849 0.00 -0.03 -0.02
C 1.955 2.605 0.931 0.02 0.01 -0.07
C 3.184 2.006 0.226 -0.03 0.02 -0.02
C 1.966 -1.246 -2.252 -0.08 0.00 0.13
C -3.795 -2.159 -2.670 0.08 -0.13 0.00
C -5.033 -1.567 -2.495 -0.10 -0.01 0.05
C -0.681 -2.779 1.743 -0.08 -0.01 -0.03
C 3.204 -4.603 1.376 0.01 -0.02 -0.03
C -1.209 -2.624 3.028 0.03 -0.03 -0.02
C 2.901 -3.798 2.462 0.02 0.02 0.05
C 2.241 -4.824 0.405 -0.04 0.00 -0.02
C 0.487 6.088 -0.207 0.01 -0.01 0.02
C -1.400 -2.312 0.624 0.05 0.06 0.13
C -5.557 -3.307 -0.916 0.06 -0.11 0.05
C 2.413 -0.347 -0.099 -0.02 0.01 0.00
C 0.987 -4.241 0.515 0.08 -0.01 0.16
C 1.980 -1.404 -0.880 0.10 0.02 -0.01
C -2.422 -1.991 3.231 -0.03 0.01 0.03
C 2.818 0.854 -0.675 -0.02 -0.01 0.02
C 0.527 5.105 2.079 -0.01 -0.02 0.00
C -0.335 3.175 0.000 0.08 0.14 0.01
C -2.615 -1.659 0.870 -0.09 -0.13 -0.02
C -0.780 0.834 -2.527 -0.07 0.07 0.08
C -4.318 -3.872 -1.105 0.14 0.11 -0.09
C 2.821 0.957 -2.064 -0.03 0.00 -0.04
C 0.653 -3.430 1.608 0.06 -0.04 -0.06
H 2.678 6.559 1.172 0.00 0.00 0.00
H 1.426 -2.587 3.417 -0.01 0.01 0.00
H -0.680 -3.032 3.880 0.01 0.00 0.00
H 0.569 7.078 0.242 0.00 0.00 0.00
H 2.360 0.014 -3.947 0.00 0.00 0.01
H 4.180 -5.058 1.283 -0.01 0.00 0.00
H 2.414 -0.465 0.979 0.02 0.00 -0.01
H 2.264 4.337 -1.348 -0.02 0.01 -0.01
H -0.723 2.965 0.994 -0.01 -0.02 0.01
H -0.768 0.398 0.607 0.02 0.00 -0.01
H -4.086 -1.007 2.294 0.00 0.00 0.00
H 0.718 6.071 2.549 -0.01 0.00 0.01
H 3.645 -3.612 3.225 -0.01 0.00 0.00
H 0.931 6.138 -1.201 0.00 -0.01 -0.01
H -0.556 4.995 2.006 0.00 -0.01 0.01
H 2.281 3.074 1.857 0.01 0.01 0.00
H -2.819 -1.897 4.234 0.00 0.00 0.00
H -0.576 5.878 -0.326 0.02 0.04 0.01
H 3.713 2.773 -0.337 0.02 -0.01 0.01
H 0.907 4.333 2.752 -0.02 0.05 -0.02
H 1.675 -2.328 -0.408 0.11 -0.02 -0.01
H 3.215 5.474 -0.091 0.00 0.02 0.02
H 2.464 -5.452 -0.450 0.00 0.00 0.00
H -6.240 -3.757 -0.207 0.00 0.00 0.00
H -0.942 3.946 -0.466 0.00 -0.04 0.01
H -5.289 -0.670 -3.041 -0.02 -0.01 0.00
H 3.874 1.641 0.989 -0.01 0.00 0.01
H 0.358 -5.087 -1.232 0.03 0.01 0.02
H -0.871 0.560 -3.562 0.00 -0.01 0.00
H -6.898 -1.721 -1.459 0.00 0.00 -0.01
H -0.867 -4.707 -0.226 0.01 0.00 -0.01
H 3.126 1.884 -2.529 0.00 -0.01 0.00
H 3.202 4.938 1.591 0.02 -0.04 0.00
H 1.307 1.779 1.240 0.01 0.00 0.02
H -3.211 -1.285 0.037 0.01 0.03 -0.01